{
  "formula": "C5H6F3N3",
  "method": "ωB97M-V/def2-TZVPD",
  "energy_ha": -657.75391,
  "e_homo_ev": [-8.21, -9.96],
  "charge": 0,
  "e_above_lowest_kcal_mol": 156.9,
  "orbital_gap_ev": [7.575, 9.229],
  "lumo_energy_ev": [-0.63, -0.73],
  "symbols": ["C", "C", "C", "C", "C", "N", "N", "N", "F", "F", "F", "H", "H", "H", "H", "H", "H"],
  "coordinates": [[0.991, 1.710, -0.373], [0.318, 0.635, -0.779], [-2.509, 0.480, 0.924], [-1.686, -0.545, 0.086], [2.957, -0.989, 0.403], [1.525, 2.670, -0.083], [0.263, -0.508, -1.525], [-0.947, 0.198, -0.959], [3.574, -0.727, 1.605], [3.050, -2.211, 0.044], [3.417, -0.182, -0.543], [-1.924, 1.393, 1.224], [-3.434, 0.764, 0.417], [-2.725, -0.022, 1.858], [-0.943, -1.038, 0.695], [-2.204, -1.210, -0.431], [0.279, -0.419, -2.563]]
}

---

{
  "formula": "C5H10O",
  "method": "ωB97M-V/def2-TZVPD",
  "energy_ha": -271.64157,
  "e_homo_ev": -8.75,
  "smiles": "OC1CC=CC1.[H][H]",
  "charge": 0,
  "e_above_lowest_kcal_mol": 69.7,
  "orbital_gap_ev": 9.631,
  "lumo_energy_ev": 0.88,
  "symbols": ["O", "C", "C", "C", "C", "C", "H", "H", "H", "H", "H", "H", "H", "H", "H", "H"],
  "coordinates": [[1.347, 0.158, -1.728], [0.120, 0.606, -1.176], [0.389, 1.272, 0.173], [0.395, 0.083, 1.082], [-0.527, -0.795, 0.638], [-0.712, -0.645, -0.839], [1.901, 0.939, -1.846], [-0.414, 1.258, -1.870], [1.284, 1.899, 0.207], [-0.462, 1.903, 0.475], [0.118, -1.117, 2.838], [1.159, -0.039, 1.838], [0.091, -1.756, 2.457], [-1.175, -1.452, 1.203], [-0.235, -1.509, -1.329], [-1.753, -0.613, -1.167]]
}

---

{
  "formula": "C51H47NO7",
  "method": "ωB97M-V/def2-TZVPD",
  "energy_ha": -2553.08468,
  "e_homo_ev": -8.60,
  "smiles": "Cc1ccc(C(C)C)c(OC[C@]2(CCCCn3cccc3)CCC(=O)O2)c1.O=C1c2ccccc2C(=O)c2ccccc21.O=C1c2ccccc2C(=O)c2ccccc21",
  "charge": 0,
  "e_above_lowest_kcal_mol": 0.0,
  "orbital_gap_ev": 7.753,
  "lumo_energy_ev": -0.85,
  "symbols": ["C", "C", "C", "C", "C", "C", "C", "C", "C", "O", "C", "C", "C", "C", "C", "C", "N", "C", "C", "C", "C", "C", "C", "C", "O", "O", "C", "H", "H", "H", "H", "H", "H", "H", "H", "H", "H", "H", "H", "H", "H", "H", "H", "H", "H", "H", "H", "H", "H", "H", "H", "H", "H", "H", "H", "H", "H", "H", "C", "C", "C", "C", "C", "C", "C", "O", "C", "C", "C", "C", "C", "C", "C", "O", "H", "H", "H", "H", "H", "H", "H", "H", "C", "C", "C", "C", "C", "C", "C", "O", "C", "C", "C", "C", "C", "C", "C", "O", "H", "H", "H", "H", "H", "H", "H", "H"],
  "coordinates": [[-1.761, -4.684, 2.131], [-0.821, -5.098, 1.012], [-1.151, -6.196, 0.264], [-0.356, -6.591, -0.779], [0.784, -5.903, -1.105], [1.648, -6.336, -2.295], [1.879, -5.115, -3.243], [0.943, -7.400, -3.156], [1.136, -4.818, -0.329], [2.307, -4.132, -0.604], [2.039, -2.721, -0.797], [3.246, -2.012, -1.422], [2.918, -0.923, -2.462], [2.200, -1.445, -3.725], [0.806, -0.809, -3.967], [-0.360, -1.748, -3.618], [-0.943, -1.538, -2.295], [-0.592, -0.638, -1.339], [-1.409, -0.784, -0.263], [-2.301, -1.845, -0.588], [-1.974, -2.284, -1.828], [4.488, -2.830, -1.823], [5.692, -2.228, -1.061], [5.099, -1.032, -0.316], [5.621, -0.064, 0.192], [3.756, -1.207, -0.307], [0.333, -4.437, 0.713], [-1.439, -5.098, 3.087], [-2.748, -5.075, 1.886], [-1.807, -3.593, 2.143], [-2.045, -6.765, 0.493], [-0.679, -7.468, -1.321], [2.610, -6.699, -1.927], [1.345, -4.267, -2.826], [1.444, -5.289, -4.229], [2.944, -4.890, -3.299], [1.629, -7.636, -3.976], [0.732, -8.319, -2.610], [0.046, -6.975, -3.609], [1.902, -2.300, 0.197], [1.128, -2.610, -1.390], [2.388, -0.114, -1.958], [3.893, -0.531, -2.772], [2.822, -1.223, -4.594], [2.091, -2.528, -3.702], [0.719, 0.175, -3.509], [0.724, -0.637, -5.044], [-1.151, -1.547, -4.349], [-0.085, -2.792, -3.774], [0.210, 0.071, -1.451], [-1.320, -0.167, 0.617], [-3.073, -2.188, 0.084], [-2.475, -3.097, -2.331], [4.505, -3.898, -1.618], [4.728, -2.729, -2.885], [6.491, -1.851, -1.701], [6.152, -2.886, -0.324], [0.619, -3.579, 1.314], [-7.077, 5.277, 4.793], [-6.854, 4.052, 5.414], [-6.313, 2.998, 4.697], [-6.003, 3.160, 3.353], [-6.248, 4.382, 2.724], [-6.776, 5.442, 3.451], [-5.967, 4.562, 1.272], [-6.177, 5.626, 0.727], [-5.432, 3.404, 0.506], [-5.215, 3.533, -0.860], [-4.704, 2.467, -1.583], [-4.401, 1.270, -0.943], [-4.620, 1.135, 0.417], [-5.144, 2.195, 1.145], [-5.406, 2.022, 2.600], [-5.143, 0.978, 3.160], [-7.492, 6.103, 5.357], [-7.101, 3.922, 6.459], [-6.134, 2.047, 5.180], [-6.954, 6.392, 2.966], [-5.448, 4.465, -1.357], [-4.540, 2.568, -2.648], [-3.994, 0.439, -1.506], [-4.388, 0.202, 0.914], [1.681, 6.917, 4.468], [1.806, 5.715, 5.156], [2.306, 4.595, 4.513], [2.672, 4.668, 3.175], [2.525, 5.869, 2.478], [2.039, 6.995, 3.132], [2.867, 5.957, 1.032], [2.743, 7.003, 0.427], [3.356, 4.731, 0.344], [3.626, 4.777, -1.017], [4.093, 3.647, -1.667], [4.301, 2.468, -0.959], [4.029, 2.411, 0.398], [3.547, 3.540, 1.051], [3.225, 3.458, 2.502], [3.401, 2.432, 3.124], [1.299, 7.794, 4.974], [1.515, 5.654, 6.197], [2.408, 3.661, 5.049], [1.937, 7.927, 2.595], [3.467, 5.695, -1.567], [4.299, 3.685, -2.730], [4.673, 1.590, -1.467], [4.188, 1.495, 0.944]]
}

---

{
  "formula": "C9H12NO3",
  "method": "ωB97M-V/def2-TZVPD",
  "energy_ha": -630.63055,
  "e_homo_ev": -4.61,
  "smiles": "Cc1oc([O-])nc(=O)c1C(C)(C)C",
  "charge": -1,
  "e_above_lowest_kcal_mol": 7.3,
  "orbital_gap_ev": 7.876,
  "lumo_energy_ev": 3.27,
  "symbols": ["C", "C", "C", "C", "C", "C", "C", "C", "C", "N", "O", "O", "O", "H", "H", "H", "H", "H", "H", "H", "H", "H", "H", "H", "H"],
  "coordinates": [[0.469, 0.038, -0.247], [0.100, 0.175, -1.504], [2.049, -0.773, -0.150], [2.413, -0.142, -2.317], [-1.307, 0.261, -2.224], [-0.674, -1.380, 1.390], [-1.623, 0.886, 0.920], [0.516, 0.775, 2.165], [-0.336, 0.043, 0.984], [2.792, -0.723, -1.207], [2.142, -1.363, 0.927], [3.010, -0.001, -3.371], [1.050, 0.290, -2.486], [-1.019, 0.269, -3.246], [-1.876, 1.055, -1.849], [-1.891, -0.633, -1.876], [-1.082, -1.512, 2.426], [-1.171, -1.764, 0.472], [0.283, -2.007, 1.340], [-2.029, 1.407, 1.793], [-2.385, 0.366, 0.291], [-1.246, 1.822, 0.454], [-0.048, 0.432, 3.041], [0.281, 1.837, 2.082], [1.581, 0.643, 2.190]]
}